No. 1
The following is a quantum chemistry calculation of 9 unconnected molecules or ions with the total composition C32H70N2O22P4S3 in a non-equilibrium geometry, from OMol25.

```
! RIJCOSX wB97M-V def2-TZVPD def2/J DEFGRID3
* xyz -1 2
C 4.932 1.066 2.009
H -8.246 3.601 2.788
H -8.598 -1.592 5.956
O -3.706 -1.212 -1.445
C -1.518 1.390 7.882
H 1.095 3.443 -0.854
C -1.639 0.521 6.550
H -8.144 2.113 2.054
C 1.640 -1.962 -2.426
O 3.652 -4.118 -3.188
H -0.567 -2.046 -0.415
H -1.373 0.952 8.869
S 1.474 6.271 1.436
C -2.680 -4.342 -1.439
H -0.791 1.161 -0.985
H -4.144 -3.410 -6.714
N 4.824 3.220 1.780
H 0.178 1.665 3.194
H 1.940 -4.431 -7.279
P 2.758 -3.332 -4.333
C 2.675 -4.759 -6.544
C -7.572 2.746 2.732
H 6.796 -3.587 1.085
O -7.306 0.028 5.584
H 4.783 4.076 1.245
S -3.055 2.359 7.978
H 2.310 1.292 1.850
H 5.383 -3.588 -4.234
O 4.969 -0.727 -1.740
H 3.086 5.092 0.085
O -7.603 2.041 3.979
O 2.471 7.342 1.340
C -0.264 1.175 -0.042
H -2.725 -5.421 -1.582
O -3.439 -2.523 -4.859
H -1.507 1.213 -4.955
H 2.976 -5.802 -6.639
P -7.099 0.486 4.052
H 8.895 -2.513 -3.527
C 5.378 2.082 1.277
H 8.808 -1.033 -2.708
H 0.220 -1.362 -4.884
H -8.703 -0.268 7.047
O 6.176 -2.479 -0.388
H 5.142 -5.345 -3.772
H -0.637 4.433 0.416
P 6.463 -1.259 -1.359
H -6.608 3.105 2.368
O -4.142 1.637 8.680
H -9.476 -0.083 5.517
O -2.961 -1.324 0.958
H 1.403 -2.202 -1.389
H -0.636 -2.965 -5.009
H 5.443 -4.208 -2.549
H -0.690 7.040 0.796
H -3.502 3.391 5.861
H -1.851 1.680 1.290
H 0.476 -2.401 -6.252
H 5.995 2.077 0.391
H -2.811 0.993 4.675
H 3.524 3.635 3.411
H 5.158 0.044 1.745
C -8.588 -0.502 5.989
O -2.193 -0.432 -4.145
O -5.490 0.697 3.909
N 1.373 1.363 1.480
H 2.573 -1.401 -2.363
C 4.962 -4.299 -3.523
H -1.552 2.157 5.271
C -3.411 -3.800 -0.200
C 4.104 2.865 2.924
H 0.803 -1.291 -2.617
H -0.491 -4.336 -0.762
H -3.238 -3.913 -2.271
O -7.759 -0.362 3.055
H -1.280 -1.529 -1.873
H 5.374 0.549 -3.305
H -0.713 2.118 7.780
H -1.188 1.215 -3.241
C -4.836 0.833 2.708
H 8.048 -2.495 0.489
H -0.880 5.025 -1.196
O -1.449 -1.542 -6.254
H 7.998 -1.098 -4.259
O 7.001 -1.983 -2.721
C 1.071 0.999 0.162
H -0.668 -4.082 -2.401
O 7.383 -0.238 -0.718
H 4.826 1.264 -1.793
H -4.328 -0.057 2.337
H 7.564 -3.990 -0.448
H 3.494 -4.102 -6.839
C -0.209 5.092 -0.339
P -2.848 -1.087 -5.510
C 2.123 4.815 0.514
H -2.200 -0.383 6.787
O 1.401 -2.864 -3.460
C 8.217 -1.676 -3.361
H 1.827 0.663 -0.532
C -1.175 -3.858 -1.463
H 1.572 4.866 -1.584
H -2.828 1.592 -3.847
H 2.330 4.071 1.284
C -4.255 -3.420 -5.630
C -0.279 -2.079 -5.536
O -2.716 3.762 8.402
H -0.710 0.190 6.086
H -5.580 1.269 2.041
H -4.475 -4.012 -0.100
O 0.965 5.709 2.721
C -3.416 2.352 6.180
H -4.115 1.630 2.889
H 0.660 7.137 -0.422
C -1.359 -2.309 -1.116
C 0.272 1.541 2.125
C 0.128 6.518 0.300
H -4.443 1.990 6.146
O -3.891 -0.317 -6.235
C 4.690 0.417 -2.466
H -2.958 -4.030 0.765
H -3.964 -4.420 -5.309
O 2.097 -4.481 -5.272
H -5.318 -3.356 -5.399
O 3.411 -2.298 -5.097
S -3.052 -1.978 -0.367
H 3.652 0.372 -2.797
C -1.944 0.969 -3.987
C 7.242 -3.163 0.185
H 3.491 1.002 3.753
C -2.340 1.454 5.543
C -0.783 1.573 1.175
C 1.149 4.512 -0.644
C 4.098 1.523 3.027
*
```

- Molecular weight: 1055.0 g/mol
- E_tot: -152007.8970 eV
- E_HOMO (spin up / spin down): 0.407 / -6.142 eV
- Expectation value of S²: 0.750
- Frontier orbital gap (spin up / spin down): 1.56 / 8.08 eV
- E_LUMO (spin up / spin down): 0.0723 / 0.0711 hartree

***

No. 2
The following is a quantum chemistry calculation of 5 unconnected molecules or ions with the total composition C32H70O2, from OMol25.

```
! RIJCOSX wB97M-V def2-TZVPD def2/J DEFGRID3
* xyz 0 1
H 0.195 1.709 2.082
H 6.036 2.079 -1.885
C -6.298 -3.572 1.318
C 3.810 1.097 -3.320
H 1.279 5.118 4.026
H -3.557 -3.319 2.019
C -3.067 -4.667 -3.111
H 0.356 7.705 5.362
H 0.712 -3.170 -3.689
H 5.723 -0.325 -1.120
H -1.513 -1.390 3.587
H 1.606 5.162 -0.263
H -7.160 -2.210 2.732
H -2.476 0.909 3.330
C 1.612 5.236 1.907
C 0.902 5.073 0.566
H 2.962 -1.042 -4.201
H 1.808 7.320 4.438
H -5.416 -2.147 2.678
H -0.323 -4.090 -2.624
C -0.446 6.109 3.194
O 7.191 1.617 -5.985
H -8.323 -4.104 4.090
H -1.202 -0.638 -4.078
C 3.342 -1.365 -3.228
C 0.887 7.905 4.430
C -0.466 -0.674 -3.274
H -0.054 0.501 4.193
H -0.951 -1.355 1.934
C -2.745 -3.517 -4.060
C -7.394 -4.675 4.027
H 8.092 3.001 -3.786
H 1.771 -1.784 1.668
O 6.494 0.301 -4.316
H -3.150 -0.214 2.147
H 4.296 1.978 -2.906
H 2.417 -1.377 0.083
H 0.427 4.091 0.497
H 0.239 4.081 3.082
H -7.314 -5.282 4.929
H -1.932 0.954 1.652
C 4.048 -0.186 -2.510
H 5.712 -1.584 -2.324
H 0.149 -1.929 -1.641
H 0.130 5.829 0.423
C 1.185 0.187 0.938
H 1.169 8.958 4.424
H -1.560 -2.020 -1.994
H 1.615 0.951 0.284
H -2.959 -4.497 0.857
H -3.342 -3.627 -4.969
C 6.906 1.697 -2.415
H 7.743 1.696 -1.718
H 0.526 -0.585 -3.722
H -4.132 -4.688 -2.875
H -0.993 -4.375 -4.959
H 0.551 7.809 2.305
H 2.495 -1.711 -2.632
H 2.113 6.207 1.942
H -7.227 -4.142 1.234
C 6.985 1.454 -4.812
C 0.683 5.081 3.110
C 7.147 2.464 -3.711
C -6.265 -2.836 2.659
H -1.140 -2.651 -5.194
C -0.306 -3.221 -3.288
H -0.628 0.200 -2.642
C -1.144 -0.721 2.804
H -1.035 5.904 4.093
H 3.104 -0.634 1.530
C -2.235 0.290 2.463
H -6.330 -2.827 0.516
C -5.117 -4.510 1.073
H -3.059 -2.572 -3.607
C 0.154 -0.079 3.288
H 3.537 -0.047 -1.554
H -7.477 -5.357 3.180
H -3.746 -3.024 0.288
H 4.022 -2.195 -3.419
H -5.265 -5.009 0.112
C 0.833 0.841 2.272
H -6.126 -3.113 4.778
H 2.735 1.301 -3.333
H 2.403 4.485 1.984
H -1.130 5.972 2.352
C 6.655 0.240 -2.890
H 0.850 -0.866 3.592
C -0.573 -1.962 -2.463
C 2.174 -0.969 1.067
H 1.749 1.237 2.722
H 0.277 -0.163 0.437
C -6.195 -3.742 3.887
H -2.525 -4.573 -2.168
C 0.013 7.566 3.225
H -2.804 -5.628 -3.558
C -1.271 -3.445 -4.453
C -3.769 -3.795 1.061
H 7.574 -0.329 -2.698
H -0.871 8.208 3.236
H -5.274 -4.333 3.864
C 5.538 -0.515 -2.184
H -5.103 -5.303 1.825
H 6.343 3.191 -3.860
H 4.114 0.960 -4.359
*
```

- Molecular weight: 486.9 g/mol
- E_tot: -38415.7811 eV
- E_HOMO: -10.184 eV
- SMILES: CC(C)C[C@@H]1CCC(=O)O1.CCCCCC.CCCCCC.CCCCCC.CCCCCC
- Frontier orbital gap: 10.67 eV
- E_LUMO: 0.0177 hartree